Record 1
This record from the OMol25 dataset describes the molecule C2HNO4 in a non-equilibrium geometry. The level of theory is ωB97M-V/def2-TZVPD.

```
8
Properties=species:S:1:pos:R:3:forces:R:3:lowdin_charge:R:1
O -0.207590 -0.941372 -1.680282 0.0224 0.9650 -0.3396 0.126
C -0.109609 0.181393 -1.302719 0.9306 -0.0202 2.0791 -0.121
C -0.079028 0.571844 0.281927 -1.7826 1.3431 -1.5140 -0.236
O -0.703806 1.550045 0.608052 1.5630 -1.3371 0.1291 0.155
N 0.344021 -0.556701 1.169485 -3.4027 1.1859 -2.2405 -0.363
O -0.619283 -1.298838 1.042082 0.4956 -0.9616 1.0178 0.126
O 1.377607 -0.666881 1.683218 2.5636 -0.7272 1.6556 0.178
H -0.002312 1.160509 -1.801764 -0.3899 -0.4480 -0.7876 0.135
```
Positions in Å, forces in eV/Å.

Computed properties:
Frontier orbital gap ... 9.5 eV
Net charge ... 0
HOMO level ... -10.560 eV



Record 2
This record from the OMol25 dataset describes a structure of composition FInNO3 in a non-equilibrium geometry. The level of theory is ωB97M-V/def2-TZVPD.

```
6
Properties=species:S:1:pos:R:3:forces:R:3:lowdin_charge:R:1
In -2.111150 -0.970122 1.770682 0.6134 0.6938 0.5380 1.172
N 0.583810 -0.045322 -1.197648 2.0436 -0.0716 -2.0920 -0.548
O -0.139830 -0.377892 -0.294608 -1.2915 -0.4749 1.4782 0.078
O 0.898900 -0.750582 -2.142558 -0.6886 0.4745 0.9433 0.305
O 1.073420 1.070738 -1.093088 -0.0257 0.3021 0.0357 0.346
F -0.305150 1.073178 2.957222 -0.6511 -0.9240 -0.9031 -0.354
```
Positions in Å, forces in eV/Å.

Computed properties:
Frontier orbital gap ... 3.5 eV
Net charge ... +1
HOMO level ... -15.322 eV



Record 3
This record from the OMol25 dataset describes a structure of composition C12H11AsMoN4O6S3 in a non-equilibrium geometry. The level of theory is ωB97M-V/def2-TZVPD.

```
38
Properties=species:S:1:pos:R:3:forces:R:3:lowdin_charge:R:1
Mo -0.572853 -0.507236 0.257653 1.2677 -0.0024 0.0765 1.803
O 3.445371 0.379543 2.046116 -0.0018 -0.0567 -0.0467 -0.182
As 1.878514 0.873715 1.545461 0.1027 0.8163 0.4608 0.992
O 0.795575 1.206107 2.692844 0.3044 0.0469 -0.1305 -0.398
O 1.219431 -0.593103 0.724434 -1.6835 -0.4209 0.0025 -0.540
C 2.290992 1.935500 -0.016494 -0.1270 -0.0156 -0.0975 -0.222
C 3.581087 2.430280 -0.069559 0.0398 -0.0058 0.0236 -0.048
C 4.005471 3.207625 -1.150996 -0.0106 -0.0018 0.0339 0.000
C 3.144847 3.499189 -2.187256 -0.0219 -0.0100 -0.0225 -0.002
C 1.838573 3.017141 -2.158873 0.0616 0.0019 0.0003 -0.012
C 1.419348 2.243238 -1.091001 0.0268 0.0503 0.1054 -0.275
S -0.253617 1.748100 -1.162074 0.1298 -0.5293 -0.6269 0.653
O -0.314109 0.223453 -1.540645 0.0379 0.2449 -0.0271 -0.411
O -1.036922 2.534668 -2.023959 0.0253 0.2845 0.0324 -0.165
O -0.684282 1.579254 0.275249 -0.3712 -0.1842 0.2515 -0.463
H 3.504266 0.278341 3.009603 -0.0273 -0.0254 0.0111 0.097
H 4.273573 2.213589 0.731495 0.0152 0.0046 -0.0101 0.116
H 5.018668 3.585726 -1.163145 0.0011 -0.0059 0.0097 0.133
H 3.471048 4.107930 -3.018918 -0.0010 -0.0023 -0.0018 0.134
H 1.147077 3.255577 -2.956130 -0.0043 0.0062 0.0062 0.133
N -3.457016 1.402816 1.142391 0.0219 -0.0498 -0.0039 0.169
C -3.631137 0.125591 0.848961 -0.0137 0.0082 0.0143 -0.626
N -2.632218 -0.743484 0.572115 0.2796 0.1301 0.2377 -0.106
C -3.145290 -2.048028 0.370058 0.1180 -0.0586 -0.0653 -0.312
C -4.477087 -2.135687 0.432745 -0.0236 0.0246 0.0032 -0.279
S -5.188047 -0.595503 0.787381 -0.0151 -0.0257 -0.0026 1.177
C -2.131249 -3.074405 0.160786 0.0551 0.1619 0.2395 -0.318
C -2.242613 -4.402918 0.036982 0.0072 -0.0908 -0.0229 -0.286
S -0.684330 -5.139529 -0.097403 -0.0697 -0.0277 0.0559 1.169
C 0.067244 -3.598025 0.021680 -0.3115 0.1618 -0.2279 -0.638
N -0.810752 -2.591847 0.144182 0.0384 -0.4728 -0.2247 -0.104
N 1.384735 -3.442331 -0.012677 0.1222 0.1006 -0.0639 0.151
H -2.533940 1.802724 1.221911 0.0074 0.0080 0.0021 0.099
H -4.247757 1.995761 1.339486 0.0042 0.0015 0.0098 0.138
H -5.098403 -3.006509 0.303350 0.0019 -0.0010 0.0067 0.105
H -3.135180 -5.006301 0.035296 -0.0015 0.0058 -0.0238 0.102
H 1.994457 -4.235563 -0.124549 0.0110 0.0184 0.0197 0.131
H 1.796522 -2.525381 0.073484 0.0044 -0.0896 -0.0045 0.086
```
Positions in Å, forces in eV/Å.

Computed properties:
Frontier orbital gap ... 5.9 eV
Net charge ... +2
HOMO level ... -14.423 eV



Record 4
This record from the OMol25 dataset describes a cluster of 2 separate species, C2H6N2O3 in total in a non-equilibrium geometry. The level of theory is ωB97M-V/def2-TZVPD.

```
13
Properties=species:S:1:pos:R:3:forces:R:3:lowdin_spin:R:1
C 0.293081 -1.846094 0.978133 2.6464 0.7999 1.8840 0.111
C 0.711741 -0.455492 0.775691 3.4289 -4.7547 0.5748 0.670
N -0.080854 0.563891 0.664029 -4.8307 7.1796 -1.2648 0.695
N -0.720058 1.630851 -1.844512 1.8448 1.3127 1.6842 0.000
O -0.271512 2.410331 -0.931177 -0.4792 0.1903 -0.4567 0.005
O -0.930607 2.104486 -2.919394 -0.7797 -1.6356 -0.3879 0.022
O -0.778975 0.379624 -1.479332 -0.5554 0.5413 -1.4198 0.366
H -0.729043 -2.101153 1.130862 -0.6054 -0.1809 -0.1508 0.000
H 0.828160 -2.220772 0.157680 -0.0948 -2.1235 -1.4400 0.031
H 1.000970 -2.130424 1.842919 -1.5255 -0.3273 -0.7293 0.036
H 1.764132 -0.333545 0.838660 0.6341 0.6733 0.1971 0.037
H -0.006007 1.544059 0.063326 0.5678 -1.2115 0.6622 0.010
H -1.081027 0.454238 0.723114 -0.2513 -0.4636 0.8472 0.017
```
Positions in Å, forces in eV/Å.

Computed properties:
Frontier orbital gap (alpha / beta) ... 6.9 / 7.1 eV
Multiplicity ... 3
Net charge ... 0
HOMO level (alpha / beta) ... -6.428 / -10.763 eV



Record 5
This record from the OMol25 dataset describes the molecule C5H8N2. The level of theory is ωB97M-V/def2-TZVPD.

```
15
Properties=species:S:1:pos:R:3:forces:R:3:lowdin_charge:R:1
C -1.374803 1.084088 0.602871 0.0495 0.1480 0.0575 -0.158
N -2.031769 -0.085042 0.052260 0.2182 -0.1843 -0.3160 -0.005
C -1.464337 -0.806888 -0.824680 -0.1869 0.0755 0.1579 -0.201
C -0.111958 -0.694480 -1.426052 0.1546 0.0363 0.1387 -0.099
C 1.031525 -0.671855 -0.725186 -0.2116 -0.0039 -0.0639 -0.165
C 1.058335 -0.757639 0.743477 0.3513 0.2686 -0.1164 -0.127
N 1.987721 0.013991 1.263295 -0.1220 -0.1239 0.0651 0.044
H -0.540425 1.470818 0.001409 -0.1195 -0.0773 0.0532 0.068
H -2.124883 1.872530 0.723419 0.1050 -0.1284 -0.0127 0.070
H -0.988901 0.835208 1.596309 -0.0820 0.0466 -0.1002 0.068
H -2.065817 -1.632120 -1.222858 0.0786 0.0900 0.0388 0.105
H -0.075324 -0.681208 -2.516065 0.0075 0.0156 0.1803 0.100
H 1.978890 -0.619205 -1.275569 -0.1071 -0.0088 0.1138 0.100
H 2.120230 0.028628 2.266520 -0.0274 -0.0304 -0.1769 0.094
H 2.601516 0.643174 0.740851 -0.1082 -0.1236 -0.0192 0.107
```
Positions in Å, forces in eV/Å.

Computed properties:
Frontier orbital gap ... 8.7 eV
Net charge ... 0
HOMO level ... -8.295 eV



Record 6
This record from the OMol25 dataset describes a structure of composition C6H18O12Zr in a non-equilibrium geometry. The level of theory is ωB97M-V/def2-TZVPD.

```
37
Properties=species:S:1:pos:R:3:forces:R:3:lowdin_charge:R:1
Zr 0.852766 0.724973 -0.765442 -5.0360 -5.5368 3.0742 2.025
C -2.474217 -2.925183 1.531087 3.0019 3.0152 -2.8416 0.064
C -1.744156 -2.041496 0.694804 -1.3449 -0.7748 3.8436 -0.273
C -1.397488 -0.652792 1.228213 -2.8242 -1.2633 2.7013 -0.265
O -0.565375 0.058322 0.542287 3.6546 2.8629 -3.0352 -0.267
C -1.953469 -0.180657 2.396866 1.4498 0.1543 -3.1702 0.047
C -2.682790 -1.046017 3.257941 1.0438 0.7827 2.6746 -0.304
C -2.855294 -2.489858 2.831563 -3.4851 -2.8382 0.2193 -0.321
O -3.567997 -3.297802 3.448337 1.1238 1.6698 0.6168 0.101
O -2.826522 -0.584362 4.390282 -0.8694 -1.4192 -0.7926 0.125
O -1.227643 -2.356822 -0.413617 -2.2094 -3.6224 1.4261 0.062
H -2.625925 -3.897650 1.094479 -0.3842 -0.2710 0.5620 0.129
H -1.712129 0.802807 2.781155 -0.0284 0.0017 -0.0161 0.120
O 0.290510 2.793615 -0.219649 0.0213 1.2210 0.0538 -0.090
H -0.351147 3.114078 0.438185 -0.0351 -0.3954 -0.0329 0.142
H 0.598018 3.591008 -0.682218 -0.0321 -0.1171 -0.0317 0.132
O 0.874382 1.659771 -2.719578 0.1466 0.8603 -1.5245 -0.107
H 1.612318 1.581274 -3.338040 -0.1030 0.2606 -0.0901 0.111
H 0.137634 1.999607 -3.257683 -0.1639 -0.0872 0.3902 0.139
O 2.856197 1.623471 -0.799945 1.1502 0.8241 -0.3091 -0.108
H 3.337771 2.238462 -0.221027 -0.2916 -0.1640 0.2328 0.138
H 3.441575 1.487766 -1.559519 0.1252 -0.1628 0.1882 0.112
O -1.458087 1.224562 -1.618468 -0.1207 0.7425 -0.6021 -0.081
H -2.113533 1.764240 -1.152599 0.0609 -0.1916 0.1044 0.109
H -1.919893 0.898442 -2.404803 0.0527 -0.3465 0.2043 0.111
O 2.287153 -0.441310 -2.275567 0.8444 0.2190 -0.4781 -0.097
H 2.608344 -0.081431 -3.112119 0.0777 -0.4248 -0.1175 0.100
H 2.547879 -1.376054 -2.300863 -0.2484 0.0527 0.2084 0.130
O 1.613467 1.325228 1.538075 0.5319 0.3952 0.0512 -0.078
H 1.394847 2.144446 2.003424 -0.0648 -0.1034 -0.0042 0.107
H 1.972471 0.745926 2.223214 -0.2386 0.0195 0.0573 0.106
O -0.159285 -1.173023 -1.696107 5.1103 5.1458 -4.7266 -0.174
H -0.837914 -1.605518 -1.047086 -1.3944 -0.7036 1.6518 -0.211
H -0.254251 -1.670231 -2.521149 0.4212 0.3780 -0.0577 0.101
O 1.943518 -1.005298 0.389452 0.5345 -0.2506 -0.3959 -0.069
H 1.936141 -1.928417 0.088750 -0.4451 0.0679 0.0269 0.125
H 2.422126 -1.024078 1.227367 -0.0314 -0.0005 -0.0613 0.110
```
Positions in Å, forces in eV/Å.

Computed properties:
Frontier orbital gap ... 4.4 eV
Net charge ... +2
HOMO level ... -12.190 eV